No. 1
Density functional theory data (ωB97M-V/def2-TZVPD) for a structure of composition C26H38F2O4PReS4SeTe at a distorted geometry.

```
78
Properties=species:S:1:pos:R:3
Re 1.33 0.12 0.41
S 0.12 2.05 3.59
S 2.29 4.30 2.14
S -0.90 4.02 0.59
S 1.97 2.15 -0.70
F 3.94 0.69 1.55
C 3.39 -0.30 0.75
F 4.16 -0.30 -0.42
H 3.64 -1.24 1.26
C -0.72 5.33 1.84
Te 0.78 2.53 1.48
C 2.13 5.34 0.66
C 1.31 6.59 0.89
C 1.89 7.81 0.55
C 1.19 9.00 0.65
C -0.12 8.99 1.10
C -0.70 7.77 1.44
C -0.01 6.57 1.36
H -0.24 4.89 2.72
H -1.74 5.58 2.14
H 1.69 4.73 -0.14
H 3.13 5.61 0.33
H 2.91 7.81 0.20
H 1.67 9.94 0.38
H -0.69 9.90 1.17
H -1.73 7.76 1.80
C -4.11 -1.69 -1.19
C -3.00 -1.87 -0.18
C -2.67 -3.34 0.01
C -3.35 -1.22 1.16
O -1.77 -1.28 -0.69
P -1.53 0.28 -0.89
O -2.71 0.99 -1.41
O -0.86 0.81 0.40
O -0.28 0.23 -1.88
C -0.30 0.02 -3.33
C -0.10 1.40 -3.93
C 0.86 -0.89 -3.67
C -1.61 -0.60 -3.80
H -5.04 -2.10 -0.78
H -3.87 -2.24 -2.11
H -4.25 -0.64 -1.44
H -3.56 -3.89 0.31
H -1.90 -3.47 0.78
H -2.29 -3.76 -0.92
H -4.27 -1.67 1.55
H -3.52 -0.15 1.04
H -2.54 -1.36 1.87
H 0.82 1.85 -3.54
H -0.94 2.05 -3.67
H -0.03 1.33 -5.02
H 1.77 -0.55 -3.17
H 1.03 -0.88 -4.75
H 0.65 -1.91 -3.36
H -2.46 0.04 -3.57
H -1.77 -1.57 -3.34
H -1.55 -0.74 -4.88
C 1.44 -7.63 0.59
C 1.31 -6.17 0.94
C 1.59 -5.19 0.00
C 1.46 -3.83 0.30
C 1.74 -2.83 -0.77
C 1.03 -3.44 1.57
Se 0.67 -1.61 2.02
C 0.77 -4.42 2.54
C 0.35 -4.11 3.95
C 0.91 -5.76 2.20
H 1.71 -7.77 -0.45
H 0.50 -8.17 0.77
H 2.20 -8.12 1.20
H 1.91 -5.47 -0.99
H 2.00 -3.32 -1.71
H 2.58 -2.17 -0.50
H 0.86 -2.21 -0.93
H 0.16 -3.05 4.11
H 1.13 -4.42 4.65
H -0.56 -4.66 4.21
H 0.69 -6.51 2.95
```

Results
Energy relative to the best compared isomer or geometry (same formula, charge and spin): 2.829 eV
Gap between HOMO and LUMO (spin up / spin down): 0.20622 / 0.24770 Eh
E: -6196.24474 hartree
HOMO (spin up / spin down): -4.43 / -5.05 eV
Net charge: -1
Multiplicity: 4

Results of the Löwdin charge analysis, in e, for atoms 1 through 4: 0.745 -0.145 0.490 0.544

=====

No. 2
Density functional theory data (ωB97M-V/def2-TZVPD) for a structure of composition C26H38FeO5Sb at a distorted geometry.

```
71
Properties=species:S:1:pos:R:3
Fe -0.37 -0.61 -1.00
C 5.81 -0.99 -0.50
C 4.63 -0.48 -1.31
Sb 2.77 0.02 -0.18
C 3.32 1.98 0.68
C 4.78 2.14 1.03
C 3.17 -1.12 1.68
C 2.90 -2.60 1.51
H 6.63 -1.26 -1.17
H 5.54 -1.88 0.06
H 6.17 -0.23 0.19
H 4.31 -1.22 -2.04
H 4.90 0.43 -1.85
H 2.68 2.08 1.55
H 3.01 2.74 -0.04
H 5.11 1.39 1.75
H 4.95 3.12 1.47
H 5.40 2.06 0.14
H 2.52 -0.68 2.43
H 4.21 -0.94 1.96
H 1.87 -2.77 1.23
H 3.11 -3.13 2.44
H 3.54 -3.02 0.74
C -0.72 -1.20 2.49
C -2.15 -0.69 2.67
C -2.20 0.81 2.35
C -3.13 -1.50 1.86
C -4.10 -2.25 2.50
C -5.02 -3.00 1.79
C -4.99 -2.98 0.41
C -4.04 -2.26 -0.29
C -4.05 -2.26 -1.80
C -4.25 -0.84 -2.35
C -2.77 -2.88 -2.38
C -3.06 -1.52 0.44
O -2.11 -0.89 -0.18
H -0.11 -0.95 3.35
H -0.26 -0.75 1.60
H -0.72 -2.28 2.36
H -2.42 -0.81 3.73
H -1.83 0.99 1.34
H -1.57 1.35 3.05
H -3.22 1.19 2.42
H -4.13 -2.25 3.58
H -5.76 -3.59 2.31
H -5.74 -3.54 -0.15
H -4.90 -2.87 -2.12
H -3.38 -0.22 -2.13
H -5.13 -0.38 -1.91
H -4.37 -0.87 -3.43
H -1.90 -2.25 -2.15
H -2.85 -2.96 -3.47
H -2.60 -3.87 -1.97
O 0.24 1.43 -0.12
C -0.17 2.01 -1.17
O -0.58 1.33 -2.15
C -0.17 3.49 -1.23
C -0.04 4.25 -0.07
C -0.09 5.63 -0.14
C -0.25 6.25 -1.37
C -0.38 5.50 -2.53
C -0.35 4.12 -2.46
H 0.09 3.74 0.87
H -0.01 6.22 0.76
H -0.27 7.33 -1.44
H -0.51 5.98 -3.48
H -0.45 3.50 -3.34
O 0.65 -2.71 -0.71
C 1.37 -2.60 -1.72
O 1.48 -1.55 -2.38
H 1.97 -3.48 -2.03
```

Results
Energy relative to the best compared isomer or geometry (same formula, charge and spin): 0.471 eV
Gap between HOMO and LUMO (spin up / spin down): 0.26844 / 0.13833 Eh
E: -2893.66800 hartree
HOMO (spin up / spin down): -7.00 / -7.03 eV
Multiplicity: 6

Results of the Löwdin charge analysis, in e, for atoms 1 through 4: 0.961 -0.174 -0.365 1.698

=====

No. 3
Density functional theory data (ωB97M-V/def2-TZVPD) for a structure of composition C26H39As3N2O3Pb.

```
74
Properties=species:S:1:pos:R:3
Pb 1.53 -1.09 -0.06
C 6.07 0.20 0.35
O 6.23 0.73 1.67
C 5.36 0.57 2.67
C 5.72 0.92 3.92
C 4.84 0.76 5.04
C 3.61 0.22 4.94
C 3.10 -0.18 3.66
C 1.93 -0.86 3.64
N 1.23 -1.38 2.56
N 0.24 -2.06 2.93
C -0.52 -2.62 1.86
O -0.28 -2.35 0.68
C -1.59 -3.50 2.28
C -1.82 -3.77 3.64
C -2.84 -4.62 4.00
C -3.63 -5.20 3.02
C -3.41 -4.95 1.67
C -2.39 -4.10 1.29
C 3.95 0.14 2.44
O 3.49 0.13 1.31
H 5.33 0.77 -0.20
H 7.05 0.32 -0.10
H 5.80 -0.85 0.38
H 6.72 1.33 4.07
H 5.20 1.04 6.02
H 3.01 0.06 5.83
H 1.46 -1.06 4.60
H -1.20 -3.31 4.39
H -3.03 -4.83 5.04
H -4.43 -5.87 3.31
H -4.03 -5.41 0.92
H -2.20 -3.89 0.25
C 1.18 -1.99 -4.11
As 0.04 -1.18 -2.77
C -1.71 -1.62 -3.50
C 0.40 0.72 -3.18
C -0.60 1.82 -2.75
C 0.21 3.10 -2.55
C -1.36 1.48 -1.47
As -0.39 1.01 0.16
C -1.86 0.42 1.27
C 0.12 2.67 1.02
C -1.61 2.01 -3.90
As -3.31 3.05 -3.88
C -2.96 4.57 -2.68
C -4.42 1.98 -2.65
H 0.86 -1.68 -5.11
H 1.12 -3.08 -4.04
H 2.22 -1.68 -3.96
H -1.85 -1.13 -4.47
H -2.52 -1.34 -2.83
H -1.73 -2.70 -3.65
H 0.59 0.80 -4.25
H 1.37 0.89 -2.69
H 0.95 2.99 -1.75
H -0.43 3.95 -2.30
H 0.76 3.35 -3.46
H -2.04 0.63 -1.62
H -1.97 2.33 -1.17
H -2.59 1.22 1.32
H -1.51 0.19 2.28
H -2.32 -0.47 0.83
H -0.68 3.40 0.89
H 1.04 3.07 0.60
H 0.26 2.48 2.09
H -1.95 1.03 -4.25
H -1.06 2.44 -4.74
H -2.21 5.22 -3.12
H -2.67 4.30 -1.67
H -3.90 5.13 -2.62
H -4.38 0.93 -2.95
H -5.45 2.31 -2.78
H -4.16 2.07 -1.60
```

Results
Energy relative to the best compared isomer or geometry (same formula, charge and spin): 0.205 eV
Gap between HOMO and LUMO (spin up / spin down): 0.16770 / 0.16767 Eh
E: -8248.90679 hartree
HOMO (spin up / spin down): -12.78 / -12.78 eV
Net charge: +2

Results of the Löwdin charge analysis, in e, for atoms 1 through 4: 1.160 -0.031 -0.032 -0.204

=====

No. 4
Density functional theory data (ωB97M-V/def2-TZVPD) for a cluster of 13 separate species, C26H39N13 in total at a distorted geometry.

```
78
Properties=species:S:1:pos:R:3
C 3.56 0.46 2.26
C 2.95 -0.86 2.46
N 2.48 -1.92 2.61
H 2.99 1.13 2.90
H 3.46 0.70 1.20
H 4.63 0.48 2.48
C 2.27 -4.97 -2.95
C 1.87 -6.35 -2.66
N 1.64 -7.44 -2.44
H 1.55 -4.61 -3.68
H 3.27 -5.05 -3.39
H 2.36 -4.29 -2.10
C 1.14 -5.11 0.68
C -0.09 -5.52 0.00
N -1.12 -5.88 -0.51
H 0.74 -4.66 1.59
H 1.73 -4.43 0.07
H 1.83 -5.92 0.90
C -2.31 -3.34 3.31
C -2.58 -2.57 4.49
N -2.69 -1.87 5.47
H -1.31 -3.74 3.16
H -2.49 -2.73 2.43
H -2.94 -4.23 3.21
C -1.61 -0.40 -0.54
C -0.49 -1.35 -0.42
N 0.34 -2.09 -0.27
H -1.94 -0.31 0.49
H -2.45 -0.74 -1.15
H -1.26 0.55 -0.93
C -3.83 1.52 -3.19
C -2.94 1.00 -4.19
N -2.22 0.54 -4.96
H -4.65 0.80 -3.13
H -4.22 2.49 -3.50
H -3.44 1.52 -2.17
C 1.76 3.78 3.36
C 1.18 3.09 2.24
N 0.71 2.52 1.35
H 1.16 4.51 3.90
H 2.59 4.39 3.01
H 1.99 3.17 4.24
C 5.69 -2.94 -0.47
C 5.89 -3.16 -1.90
N 5.97 -3.32 -3.06
H 6.58 -3.24 0.08
H 4.86 -3.61 -0.24
H 5.43 -1.90 -0.27
C 0.80 1.64 -2.93
C -0.28 2.66 -2.65
N -1.12 3.46 -2.45
H 0.55 0.58 -2.81
H 1.64 1.88 -2.28
H 1.12 1.82 -3.95
C -4.99 4.97 1.14
C -5.00 3.69 0.48
N -5.03 2.69 -0.04
H -4.38 4.93 2.04
H -6.04 5.12 1.43
H -4.70 5.73 0.41
C -4.63 2.51 4.35
C -3.34 3.06 4.03
N -2.34 3.55 3.71
H -4.86 2.65 5.40
H -4.61 1.45 4.07
H -5.29 3.09 3.70
C 3.44 -2.12 -4.69
C 3.78 -0.79 -4.13
N 4.06 0.25 -3.74
H 2.65 -1.85 -5.40
H 3.06 -2.72 -3.87
H 4.18 -2.63 -5.32
C -1.50 4.71 0.42
C -0.46 5.63 0.90
N 0.36 6.32 1.31
H -2.12 5.39 -0.16
H -2.06 4.35 1.29
H -0.92 3.90 -0.01
```

Results
Energy relative to the best compared isomer or geometry (same formula, charge and spin): 1.783 eV
Gap between HOMO and LUMO: 0.41339 Eh
E: -1725.76545 hartree
HOMO: -11.11 eV

Results of the Löwdin charge analysis, in e, for atoms 1 through 4: -0.068 -0.268 0.117 0.054

=====

No. 5
Density functional theory data (ωB97M-V/def2-TZVPD) for a structure of composition C26H40AuN2O2S2SbSi3.

```
77
Properties=species:S:1:pos:R:3
Au -0.86 -0.24 -0.84
C 6.29 1.35 -4.90
C 5.45 1.28 -3.65
C 4.20 1.89 -3.59
C 3.40 1.79 -2.46
C 3.86 1.07 -1.36
C 5.11 0.46 -1.41
C 5.89 0.56 -2.54
S 2.88 0.90 0.12
O 2.96 -0.53 0.42
O 3.49 1.77 1.10
N 1.42 1.23 -0.30
C 0.80 2.46 -0.28
C 1.20 3.60 0.38
C 0.40 4.78 0.54
C -0.94 4.93 0.54
C -1.92 3.86 0.47
C -3.17 3.98 1.08
C -4.03 2.90 1.13
C -3.61 1.69 0.60
N -2.45 1.57 -0.05
C -1.65 2.64 -0.18
H 5.99 2.19 -5.53
H 6.17 0.44 -5.50
H 7.35 1.46 -4.67
H 3.83 2.44 -4.45
H 2.42 2.23 -2.45
H 5.45 -0.10 -0.55
H 6.86 0.08 -2.57
H 2.19 3.60 0.82
H 0.96 5.68 0.80
H -1.34 5.91 0.79
H -3.45 4.92 1.53
H -5.00 2.98 1.61
H -4.22 0.79 0.67
S -0.66 1.59 -2.53
C -0.47 2.45 -1.03
C 3.35 -3.13 -1.79
Si 2.41 -3.68 -0.28
C 2.17 -5.53 -0.41
C 3.30 -3.35 1.31
Sb 0.14 -2.56 -0.28
Si -1.14 -3.88 -2.05
C -2.96 -3.47 -1.83
C -1.00 -5.74 -2.16
C -0.58 -3.15 -3.68
Si -0.90 -3.50 1.85
C -0.13 -2.57 3.27
C -0.66 -5.34 2.11
C -2.73 -3.12 1.82
H 4.37 -3.53 -1.76
H 3.40 -2.04 -1.84
H 2.86 -3.50 -2.70
H 3.16 -5.99 -0.42
H 1.66 -5.81 -1.34
H 1.60 -5.95 0.42
H 4.30 -3.80 1.28
H 2.76 -3.79 2.15
H 3.40 -2.28 1.48
H -3.43 -4.12 -1.09
H -3.48 -3.60 -2.78
H -3.09 -2.44 -1.51
H -1.09 -6.24 -1.19
H -0.06 -6.06 -2.62
H -1.82 -6.10 -2.80
H -0.67 -2.06 -3.65
H -1.19 -3.53 -4.50
H 0.47 -3.38 -3.89
H 0.96 -2.68 3.28
H -0.52 -2.92 4.23
H -0.35 -1.51 3.18
H 0.37 -5.58 2.36
H -0.93 -5.91 1.22
H -1.30 -5.68 2.93
H -2.91 -2.14 1.38
H -3.13 -3.12 2.84
H -3.28 -3.86 1.23
```

Results
Energy relative to the best compared isomer or geometry (same formula, charge and spin): 0.087 eV
Gap between HOMO and LUMO (spin up / spin down): 0.19722 / 0.23366 Eh
E: -3315.63774 hartree
HOMO (spin up / spin down): -2.92 / -3.92 eV
Net charge: -1
Multiplicity: 2

Results of the Löwdin charge analysis, in e, for atoms 1 through 4: 0.317 -0.065 -0.289 -0.040

=====

No. 6
Density functional theory data (ωB97M-V/def2-TZVPD) for a structure of composition C26H40Cl2FeN4O5PSSe2Te2 at a distorted geometry.

```
84
Properties=species:S:1:pos:R:3
Fe 0.18 -1.76 1.47
Se -1.55 -4.73 -0.06
Te 0.40 -5.72 -1.14
Te 1.68 -3.75 2.04
Se -0.87 -3.82 2.05
Cl -1.28 -0.89 4.00
C -2.13 0.67 4.08
Cl -1.33 1.85 5.15
H -3.10 0.49 4.50
H -2.21 1.08 3.08
C -1.49 -3.76 -4.25
C -0.46 -2.86 -4.93
C 0.88 -3.57 -5.10
C -0.32 -1.53 -4.20
N 0.25 -1.64 -2.86
C -0.37 -1.69 -1.69
N 0.55 -1.72 -0.75
N 1.75 -1.69 -1.38
N 1.59 -1.64 -2.65
H -1.58 -4.71 -4.78
H -2.48 -3.29 -4.22
H -1.18 -4.00 -3.22
H -0.84 -2.60 -5.93
H 1.27 -3.91 -4.14
H 1.63 -2.91 -5.56
H 0.76 -4.45 -5.74
H -1.30 -1.06 -4.09
H 0.32 -0.86 -4.76
H -1.44 -1.69 -1.54
C -5.51 -1.02 -1.31
C -4.40 -0.01 -1.50
C -3.90 -0.02 -2.93
C -4.88 1.39 -1.11
O -3.32 -0.48 -0.65
P -2.23 0.36 0.16
O -2.73 1.48 0.97
O -1.46 -0.73 0.89
O -1.37 0.89 -1.10
C -0.39 1.97 -1.05
C -1.13 3.31 -1.05
C 0.51 1.85 0.17
C 0.42 1.82 -2.32
H -6.36 -0.79 -1.97
H -5.86 -1.02 -0.27
H -5.15 -2.03 -1.55
H -4.66 0.37 -3.61
H -3.64 -1.04 -3.23
H -3.00 0.61 -3.01
H -5.77 1.64 -1.70
H -4.11 2.14 -1.28
H -5.13 1.42 -0.04
H -1.80 3.36 -0.19
H -1.73 3.41 -1.96
H -0.41 4.13 -1.00
H -0.06 2.03 1.09
H 1.31 2.59 0.10
H 0.96 0.86 0.22
H -0.25 1.68 -3.17
H 1.10 0.96 -2.26
H 1.02 2.72 -2.49
O 1.63 -0.47 2.48
S 1.74 0.79 3.28
C 2.76 1.88 2.29
C 2.66 3.25 2.48
C 3.41 4.09 1.68
C 4.24 3.56 0.70
C 4.32 2.18 0.51
C 3.58 1.33 1.32
C 2.93 0.41 4.57
C 3.25 1.38 5.50
C 4.16 1.07 6.50
C 4.73 -0.20 6.56
C 4.38 -1.16 5.63
C 3.47 -0.87 4.62
H 2.00 3.65 3.24
H 3.34 5.17 1.80
H 4.82 4.22 0.06
H 4.95 1.77 -0.26
H 3.61 0.25 1.18
H 2.80 2.37 5.45
H 4.42 1.82 7.24
H 5.44 -0.43 7.35
H 4.80 -2.16 5.69
H 3.17 -1.61 3.89
```

Results
Energy relative to the best compared isomer or geometry (same formula, charge and spin): 1.182 eV
Gap between HOMO and LUMO (spin up / spin down): 0.24354 / 0.21054 Eh
E: -9872.66711 hartree
HOMO (spin up / spin down): -6.95 / -7.50 eV
Multiplicity: 6

Results of the Löwdin charge analysis, in e, for atoms 1 through 4: 0.038 -0.169 0.308 0.390

=====

Q: The lowest E belongs to which entry?
A: C26H40Cl2FeN4O5PSSe2Te2

=====

Please write out number 4 again, unchanged.
Density functional theory data (ωB97M-V/def2-TZVPD) for a cluster of 13 separate species, C26H39N13 in total at a distorted geometry.

```
78
Properties=species:S:1:pos:R:3
C 3.56 0.46 2.26
C 2.95 -0.86 2.46
N 2.48 -1.92 2.61
H 2.99 1.13 2.90
H 3.46 0.70 1.20
H 4.63 0.48 2.48
C 2.27 -4.97 -2.95
C 1.87 -6.35 -2.66
N 1.64 -7.44 -2.44
H 1.55 -4.61 -3.68
H 3.27 -5.05 -3.39
H 2.36 -4.29 -2.10
C 1.14 -5.11 0.68
C -0.09 -5.52 0.00
N -1.12 -5.88 -0.51
H 0.74 -4.66 1.59
H 1.73 -4.43 0.07
H 1.83 -5.92 0.90
C -2.31 -3.34 3.31
C -2.58 -2.57 4.49
N -2.69 -1.87 5.47
H -1.31 -3.74 3.16
H -2.49 -2.73 2.43
H -2.94 -4.23 3.21
C -1.61 -0.40 -0.54
C -0.49 -1.35 -0.42
N 0.34 -2.09 -0.27
H -1.94 -0.31 0.49
H -2.45 -0.74 -1.15
H -1.26 0.55 -0.93
C -3.83 1.52 -3.19
C -2.94 1.00 -4.19
N -2.22 0.54 -4.96
H -4.65 0.80 -3.13
H -4.22 2.49 -3.50
H -3.44 1.52 -2.17
C 1.76 3.78 3.36
C 1.18 3.09 2.24
N 0.71 2.52 1.35
H 1.16 4.51 3.90
H 2.59 4.39 3.01
H 1.99 3.17 4.24
C 5.69 -2.94 -0.47
C 5.89 -3.16 -1.90
N 5.97 -3.32 -3.06
H 6.58 -3.24 0.08
H 4.86 -3.61 -0.24
H 5.43 -1.90 -0.27
C 0.80 1.64 -2.93
C -0.28 2.66 -2.65
N -1.12 3.46 -2.45
H 0.55 0.58 -2.81
H 1.64 1.88 -2.28
H 1.12 1.82 -3.95
C -4.99 4.97 1.14
C -5.00 3.69 0.48
N -5.03 2.69 -0.04
H -4.38 4.93 2.04
H -6.04 5.12 1.43
H -4.70 5.73 0.41
C -4.63 2.51 4.35
C -3.34 3.06 4.03
N -2.34 3.55 3.71
H -4.86 2.65 5.40
H -4.61 1.45 4.07
H -5.29 3.09 3.70
C 3.44 -2.12 -4.69
C 3.78 -0.79 -4.13
N 4.06 0.25 -3.74
H 2.65 -1.85 -5.40
H 3.06 -2.72 -3.87
H 4.18 -2.63 -5.32
C -1.50 4.71 0.42
C -0.46 5.63 0.90
N 0.36 6.32 1.31
H -2.12 5.39 -0.16
H -2.06 4.35 1.29
H -0.92 3.90 -0.01
```

Results
Energy relative to the best compared isomer or geometry (same formula, charge and spin): 1.783 eV
Gap between HOMO and LUMO: 0.41339 Eh
E: -1725.76545 hartree
HOMO: -11.11 eV

Results of the Löwdin charge analysis, in e, for atoms 1 through 4: -0.068 -0.268 0.117 0.054